*one*
Here is C5H10N2 in the gas phase from OMol25. Energies are from ωB97M-V/def2-TZVPD.

For the HOMO-LUMO gap, the calculation gives 9.47 eV. As for the LUMO energy: 0.93 eV. For the HOMO energy, the calculation gives -8.5 eV.

```
! wB97M-V def2-TZVPD RIJCOSX def2/J DEFGRID3
* xyz 0 1
C 1.1787 -2.0336 0.1963
C -0.1403 -1.2196 0.2864
C -0.2804 -0.0996 -1.1889
C 0.0477 0.1664 0.9197
C -0.6684 2.1194 -0.4620
H 0.8794 -3.0748 -0.0853
H 1.8103 -1.9507 1.0950
H 1.7180 -1.5360 -0.6665
H -1.1109 -1.6112 0.5070
H -1.3206 -0.1846 -1.7448
H 0.5862 -0.4994 -1.7363
H 1.0717 0.1135 1.2992
H -0.6360 0.5371 1.7394
H -0.8698 2.2747 -1.4778
H -1.0288 3.0377 1.2947
N -0.1218 0.8908 -0.2439
N -1.1149 3.0697 0.2677
*
```

=====

*two*
Here is C5H10N2 in the gas phase from OMol25. Energies are from ωB97M-V/def2-TZVPD.

For the HOMO-LUMO gap, the calculation gives 9.69 eV. As for the LUMO energy: 0.95 eV. For the HOMO energy, the calculation gives -8.7 eV.

```
! wB97M-V def2-TZVPD RIJCOSX def2/J DEFGRID3
* xyz 0 1
C -0.6488 -0.1701 0.0579
C -0.0949 1.2825 0.1072
C 1.3098 0.8954 0.0005
C 0.1789 -0.7258 -1.0133
C 0.3129 -0.9189 1.0358
H -2.2434 0.3006 -0.8603
H -2.6315 0.5551 0.6389
H -0.5511 1.9079 -0.7881
H -0.5664 1.7824 0.9642
H 1.9006 1.2693 -0.8659
H 1.8205 1.0108 0.8916
H 0.0388 -1.8652 -1.3936
H 0.4306 0.0896 -1.7310
H 0.5747 -0.2768 1.9702
H 0.2190 -2.0547 0.9995
N -2.0465 -0.1033 0.0007
N 1.2838 -0.5963 -0.1369
*
```

=====

*three*
Here is C5H10N2 in the gas phase from OMol25. Energies are from ωB97M-V/def2-TZVPD.

For the HOMO-LUMO gap, the calculation gives 7.52 eV. As for the LUMO energy: 0.93 eV. For the HOMO energy, the calculation gives -6.6 eV.

```
! wB97M-V def2-TZVPD RIJCOSX def2/J DEFGRID3
* xyz 0 1
C -2.4764 -0.6054 -0.4368
C -1.4816 0.1050 -1.2757
N -0.2039 0.0386 -0.9247
C 0.3742 -0.7409 0.0043
C 1.6528 -0.3784 0.6374
C 2.1969 1.0014 0.5734
N 1.6578 0.5026 1.8320
H -2.2047 -0.4635 0.6260
H -2.5129 -1.6948 -0.5957
H -3.4822 -0.2097 -0.6010
H -1.7359 0.7348 -2.1165
H 0.4294 0.6667 -1.4134
H -0.2170 -1.5583 0.3938
H 2.3784 -1.1838 0.7453
H 3.2730 1.1550 0.5655
H 1.6430 1.7734 0.0395
H 0.7090 0.8574 1.9466
*
```

=====

Which is less stable than every other structure shown? *two* is.